Entry 1:
Computed, not measured: 9 unconnected molecules or ions with the total composition C24H33Cl16NO2S in a non-equilibrium geometry, with ωB97M-V/def2-TZVPD.

Each line ends with the Löwdin charge.
CARTESIAN COORDINATES (ANGSTROEM)
C 6.5288 -1.0286 -1.4631  -1.0155
H 0.8594 -3.2986 2.2187  0.0659
H 10.8354 1.8179 -0.2872  0.0275
H 9.6250 0.5700 -0.6678  -0.0550
C -0.0996 2.8359 -3.1825  -0.3219
H -5.0298 2.2482 -1.1326  0.1182
H -2.4914 3.5521 2.0397  -0.0248
H -4.6599 3.8175 0.7897  0.0519
C -5.7492 -4.7637 -5.8272  -1.0406
O 1.2519 -0.9035 -3.1446  0.1002
H 0.9798 -0.6086 2.7791  0.0672
C 1.9287 1.4220 -2.6950  -0.2068
H -1.4384 -2.5128 -0.4045  0.0727
H -4.0250 -3.2162 5.9671  0.0314
H -4.7259 -3.6580 7.5411  0.0265
C -3.5126 -0.2661 -4.9881  -0.9307
C 0.1043 -1.2958 2.9130  -0.2224
C 10.5533 1.0354 -0.9859  -1.0437
Cl 10.3120 1.7533 -2.5833  0.4942
O -0.5578 3.6243 -3.9825  0.0851
Cl 7.1202 0.0375 -0.1792  0.5252
C -1.9328 0.5165 6.0230  -1.0114
H -2.8598 0.0263 6.3207  -0.0978
S 0.7720 -1.7882 0.2383  0.8163
Cl 11.8268 -0.1908 -1.0171  0.4967
N 3.3206 1.1457 -2.4128  0.0903
C 0.1764 -2.4924 1.8652  -0.4910
C -3.9443 -3.0917 7.0431  -0.9896
C -1.2024 -0.5174 -1.2790  -0.1901
C 0.9525 0.1791 -2.6895  -0.2639
C -2.5200 -0.0637 -0.7384  0.0017
H 7.2536 -1.8222 -1.6232  0.0126
H 7.4300 -3.3807 2.9145  0.0267
Cl 5.1613 -2.7961 2.6728  0.4963
C -0.6482 -1.9477 -0.9621  -0.3993
H -1.2050 6.9139 1.3463  0.0281
C -2.2976 2.2598 -1.8065  -0.1067
H -2.7322 7.6182 0.7686  0.0257
H -0.8696 -2.8291 1.6683  0.0627
H -6.0529 -3.8296 -5.3636  -0.0051
Cl -4.1431 -1.3771 7.4370  0.5745
H 3.3066 0.5993 -1.5409  0.0632
Cl -2.8559 0.7665 -3.7018  0.7977
C -0.9924 1.8556 -2.3496  -0.1753
H 6.4080 -0.4489 -2.3742  0.0293
Cl 4.9775 -1.7488 -1.0341  0.5015
Cl -2.3730 -3.6975 7.5739  0.5082
H 3.7087 2.0545 -2.1297  0.0887
Cl 6.9997 -3.7995 0.6376  0.5094
C -0.4614 0.4817 -2.0850  -0.0808
C -4.0515 2.8956 0.6939  -0.2260
H -0.7979 -0.6889 2.6286  0.0489
H -3.6528 0.3307 -5.8856  0.0276
H -1.6400 1.2458 6.7736  0.0323
C 1.4298 2.6821 -2.9311  0.0485
H -3.0689 -0.7926 -0.1039  0.1139
C 6.5908 -3.7866 2.3571  -1.0093
H -5.4575 -4.5870 -6.8584  0.0261
H -2.5218 1.6785 1.6654  0.0480
H -2.8097 -1.0723 -5.1863  0.0311
C -3.0502 1.2871 -0.9835  -0.2696
Cl -4.3630 -5.4149 -4.9449  0.4922
Cl -7.1145 -5.8867 -5.8030  0.4973
H -2.6400 3.3023 -2.0027  0.1325
H 0.0185 -1.6580 3.9702  -0.0307
Cl -2.7641 7.2073 3.0887  0.5072
Cl -2.8329 5.2605 0.9090  0.6721
H -0.3155 -2.4727 -1.8917  0.0810
Cl -2.1930 1.3512 4.4868  0.5518
H 6.3912 -4.8048 2.6778  0.0259
H 2.1140 3.5627 -2.9329  0.1219
Cl -0.6630 -0.7068 5.8883  0.5702
Cl -5.0717 -0.9689 -4.5178  0.4997
C -4.3923 1.7469 -0.3580  -0.1353
C -2.9364 2.7027 1.5001  -0.1301
C -2.2881 6.8695 1.4190  -0.9648
H -4.9324 0.9587 0.2149  0.1144

## Properties
SMILES: C=CCc1cc(CSCC)c2c(c1)C(=O)C=C(N)C2=O.ClCCl.ClCCl.ClCCl.ClCCl.ClCCl.ClCCl.ClCCl.ClCCl
Highest occupied orbital energy in eV: -8.35
Kohn-Sham gap in Ha: 0.286
Charge: 0
LUMO in Eh: -0.021


Entry 2:
Computed, not measured: 2 unconnected molecules or ions with the total composition C5H12NO in a non-equilibrium geometry, with ωB97M-V/def2-TZVPD.

Each line ends with the Löwdin charge.
CARTESIAN COORDINATES (ANGSTROEM)
H -1.1392 1.4744 2.6142  0.0919
O 2.4087 -1.1617 -1.2510  0.0148
C -1.2311 1.8617 1.5744  -0.0723
H -0.4533 -1.3367 -3.0599  0.1447
H 0.8090 1.2943 1.1093  0.1444
H -2.2354 1.6016 1.1776  0.0989
C -0.2571 -0.1307 0.2020  -0.2870
N -0.4281 -0.1184 -1.2713  0.0875
H -0.2651 -2.1061 -1.4337  0.0965
C -0.1853 -1.2434 0.9600  0.1174
C -0.4437 -1.1994 -1.9623  0.1645
H -0.0667 -2.2137 0.5996  0.0441
H -0.4149 -1.1977 2.1007  0.1409
H -1.0368 2.8906 1.8449  0.0814
H -0.3750 0.8778 -1.7841  0.2438
C -0.2053 1.2813 0.6457  -0.2357
H 2.2511 -1.6345 -0.5060  -0.0216
H 3.2666 -0.7770 -1.3186  0.0539
H 0.0017 1.8375 -0.2414  0.0920

## Properties
Highest occupied orbital energy in eV: -14.14
Kohn-Sham gap in Ha: 0.324
Charge: +1
LUMO in Eh: -0.196


Entry 3:
Computed, not measured: 9 unconnected molecules or ions with the total composition C29H58O25S2 in a non-equilibrium geometry, with ωB97M-V/def2-TZVPD.

Each line ends with the Löwdin charge.
CARTESIAN COORDINATES (ANGSTROEM)
H -0.0389 3.2759 -2.8611  0.0843
C 4.7810 -0.9100 0.5318  -0.0099
C -5.5885 -2.3014 2.2462  -0.2033
H -0.6713 2.7521 0.1255  0.0939
C 0.2163 -3.4880 2.1467  -0.0096
H -1.6635 2.0611 -6.6967  0.0875
O -0.8194 -0.7173 -3.6946  0.1325
O 4.4357 -3.5052 0.3672  0.1050
C -0.5288 -0.1092 1.3020  -0.1827
H -2.1351 -0.6764 -0.0227  0.0944
H 2.0082 -1.7269 -0.9685  0.0760
O 0.3708 -2.5503 -1.6445  -0.0073
O 6.1072 -3.7699 2.0002  -0.0108
H -6.5839 -2.7249 2.0502  0.1201
H -3.5279 -3.3857 -0.9123  0.0793
C -0.3224 -3.0586 -2.6515  -0.6900
C -3.5874 3.4856 -1.8323  0.0306
O 5.6334 -1.8320 1.2933  -0.0149
O -2.2738 -2.6968 1.1602  0.1118
C -1.9402 2.0608 -5.6640  -0.0251
H 0.3794 -4.4738 -5.3481  0.0957
H -3.9927 -5.0746 -1.0642  0.1163
H 6.8451 -5.3276 0.9743  0.1124
O 0.8055 2.0344 2.3846  -0.3214
O 5.4387 1.2080 4.3033  -0.0048
H -0.0171 4.5746 -1.5440  0.0971
H -4.2800 4.2996 -1.5601  0.1063
O 2.4966 4.3751 -0.0931  0.0740
H 6.5424 -0.5406 4.6372  0.0802
C -0.8296 0.9972 -0.9388  -0.1985
H 5.0507 -0.7269 3.6357  0.1030
H 0.8968 2.5419 -0.5943  0.0826
O 0.4186 -3.4477 -3.6375  0.0126
O -2.4304 -4.6984 0.2927  0.0418
H -0.5067 -5.2286 -3.9851  0.1120
H -0.1579 0.3592 -1.4683  0.1013
H -2.4885 -0.6244 -1.9768  0.0518
H -0.0726 -1.1139 1.0319  0.0929
C 1.7432 -2.2901 -1.8516  -0.0278
C 4.0199 2.7542 -1.6751  0.0318
C 0.0539 4.3375 -2.6244  -0.0611
H 3.3679 2.0435 -1.3412  0.0374
H -3.9641 -1.7716 0.8552  0.0562
O -2.9953 5.6741 -3.5577  0.1857
C 5.9290 -0.0672 3.9053  -0.0489
H 3.9105 5.7855 2.9377  0.0993
H 4.8745 2.2420 -2.1449  0.0996
H -7.4084 -0.1502 2.3767  0.0822
C -1.5809 0.2731 0.1863  -0.1911
H 0.7801 -2.9158 1.4135  0.0806
C 6.1432 -5.1759 1.8299  -0.0517
H -4.6132 -0.6830 3.3368  0.1301
H -4.4120 -4.2564 0.4335  0.0878
H -4.1082 0.3061 -2.1958  0.1055
O -1.1758 0.9994 -5.1257  -0.0111
O 3.8819 2.6043 4.8494  -0.0242
C -1.5312 0.1796 -4.1022  -0.4782
C -3.2925 -0.3155 -2.6233  -0.0530
C -5.0501 -1.7147 0.8958  -0.2377
H 2.1842 2.2020 5.9102  0.0950
H 2.6193 6.0021 1.7418  0.0910
H 3.7276 -1.1159 0.6590  0.0607
S -5.5834 -0.0007 0.8407  0.7380
C 2.4651 2.8256 5.0531  -0.0502
H 3.5673 3.4001 -2.4323  0.0929
O -6.5812 0.2765 -0.2147  -0.3549
H 1.8798 2.6753 4.1820  0.0401
H -1.4145 2.8871 -5.1930  0.0938
H 0.8545 -4.2055 2.7223  0.1189
H -1.5225 1.5487 -1.5949  0.1022
H -1.2902 -3.9328 -4.8453  0.0959
C 5.2908 -3.1085 1.1420  -0.5831
C -1.8245 -3.7733 0.9621  -0.6403
O -4.4120 0.9281 0.8545  -0.3721
O 1.9447 0.6210 0.7329  -0.3297
H -4.9761 -3.1411 2.6150  0.1184
O 3.4295 0.3336 4.9167  0.1457
H 2.3271 3.8203 5.4815  0.0927
H 6.5872 -5.5337 2.7343  0.0829
C 0.0090 2.0255 -0.2116  -0.2334
C -5.6385 -1.1237 3.1885  -0.2306
O -2.8226 0.5201 -3.6565  -0.0658
O -2.2435 4.0848 -2.0594  -0.0772
H -2.3037 0.9804 0.6155  0.0874
H 5.1944 -5.6818 1.6321  0.0964
H 1.0637 4.7115 -2.9625  0.1105
C -0.3140 -4.2875 -4.5410  -0.0071
H 6.5390 0.0330 2.9567  0.1067
H 1.8083 -1.6342 -2.7011  0.0932
H -3.0238 2.0173 -5.5858  0.1035
O 4.1933 4.7078 1.2914  0.0348
C 3.3240 5.3129 2.1657  -0.0662
O -1.5097 -3.1749 -2.4838  0.1074
H 4.8647 0.0528 0.8943  0.0581
C 4.1502 1.2461 4.6959  -0.5717
C -2.1680 5.0525 -3.0285  -0.6138
H 2.6704 4.5702 2.6814  0.1009
C 3.6809 4.1816 0.2070  -0.5859
O -0.6976 -4.3227 1.4201  0.0147
H 2.3273 -3.2118 -2.0204  0.1133
H -3.9031 3.1138 -2.7592  0.0746
H -6.2319 1.0664 2.9160  0.1054
H 5.0239 -0.9862 -0.5504  0.1154
H -3.5214 2.8434 -0.9865  0.0682
S 0.7070 1.1891 1.2001  0.6926
H -0.3517 -2.8332 2.7618  0.0790
H -6.1323 -1.3537 4.1706  0.1293
C -3.6371 -4.3022 -0.3414  -0.0358
H -1.0214 -0.0172 2.2406  0.0927
C -6.3806 0.0694 2.5056  -0.1931
O -0.8598 5.1499 -3.3812  -0.0147
H -5.4916 -2.1786 0.0201  0.0969
O 4.5965 3.5092 -0.4957  0.0226
H -3.7153 -1.2146 -3.1692  0.1251

## Properties
SMILES: O=S1(=O)CCCC1.O=S1(=O)CCCC1.COC(=O)OC.COC(=O)OC.COC(=O)OC.COC(=O)OC.COC(=O)OC.COC(=O)OC.COC(=O)OC
Highest occupied orbital energy in eV: -10.23
Kohn-Sham gap in Ha: 0.389
Charge: 0
LUMO in Eh: 0.013


Entry 4:
Computed, not measured: a molecular structure, C4AuCl2O4Ru in a non-equilibrium geometry, with ωB97M-V/def2-TZVPD.

Each line ends with the Mulliken spin population.
CARTESIAN COORDINATES (ANGSTROEM)
O -0.8134 -1.6939 3.3883  -0.0032
C 0.3647 1.1084 3.2393  0.2809
O 0.7745 -2.0295 -3.6482  0.1954
Au -0.2730 0.6954 1.4279  0.5375
C -0.6027 -0.8019 2.6910  0.2336
Cl -0.4966 2.0507 -0.3883  0.6672
Ru 0.1212 -0.1090 -1.4474  3.7199
O 0.6834 1.3670 4.3225  -0.0051
C -0.3440 0.9762 -2.8520  0.0574
C 0.5365 -1.2595 -2.7954  0.0295
O -0.6352 1.6459 -3.7656  0.1660
Cl 0.6845 -1.9496 -0.1722  1.1209

## Properties
Highest occupied orbital energy (spin up / spin down) in eV: -25.32 / -29.83
Kohn-Sham gap (spin up / spin down) in Ha: 0.255 / 0.213
Charge: +4
Expectation value of S²: 15.79
LUMO (spin up / spin down) in Eh: -0.676 / -0.883
2S+1: 8


Results for E: -242197.0765; -8908.0522; -103868.4643; -43588.0389 (in eV, following the order of the records).